Record 1
{"formula": "C4H3N", "method": "ωB97M-V/def2-TZVPD", "elements": ["C", "C", "C", "C", "N", "H", "H", "H"], "positions_angstrom": [[0.498, 1.009, -0.108], [0.572, -0.050, 0.716], [-2.036, -0.177, 0.005], [-0.729, 0.400, 0.500], [-3.208, 0.067, 0.132], [0.982, 1.839, -0.455], [1.402, -0.742, 1.051], [-1.597, -0.969, -0.705]], "forces_ev_per_a": [[-1.9, -3.0, 2.5], [2.4, -0.3, -1.4], [2.1, -0.9, -1.2], [0.1, 1.3, 0.6], [-1.0, 0.0, 0.0], [0.9, 1.8, -1.1], [-1.6, 0.8, 0.1], [-1.0, 0.4, 0.5]], "largest_force_ev_per_a": 4.37, "homo_energy_ev": [-7.020, -9.039], "orbital_gap_ev": [6.43, 9.31], "total_energy_ha": -208.7228}

Record 2
{"formula": "C45H56N10PRbS3", "method": "ωB97M-V/def2-TZVPD", "elements": ["Rb", "C", "C", "C", "C", "C", "C", "C", "N", "N", "C", "C", "C", "C", "C", "C", "N", "C", "C", "C", "C", "C", "C", "N", "H", "H", "H", "H", "H", "H", "H", "H", "H", "H", "H", "H", "H", "H", "H", "H", "H", "H", "H", "H", "S", "P", "S", "C", "C", "C", "C", "C", "C", "C", "C", "C", "C", "C", "C", "H", "H", "H", "H", "H", "H", "H", "H", "H", "H", "S", "C", "N", "C", "C", "C", "N", "H", "H", "H", "H", "H", "H", "H", "H", "C", "C", "C", "N", "H", "H", "H", "H", "H", "C", "C", "N", "C", "N", "C", "C", "C", "N", "C", "H", "H", "H", "H", "H", "H", "H", "H", "H", "H", "H", "H", "H"], "positions_angstrom": [[-1.237, -0.324, -0.598], [0.949, -3.001, -1.671], [1.481, -2.524, -3.097], [1.572, -1.047, -3.342], [2.780, -0.376, -3.378], [2.847, 0.856, -4.030], [1.647, 1.505, -4.406], [0.451, 0.825, -4.114], [0.458, -0.428, -3.766], [-0.516, -3.214, -1.429], [-0.715, -3.808, -0.117], [-2.141, -4.173, 0.187], [-2.477, -5.529, -0.137], [-3.704, -5.983, 0.304], [-4.670, -5.062, 0.722], [-4.297, -3.723, 0.887], [-3.017, -3.302, 0.624], [-1.237, -3.711, -2.602], [-2.660, -3.191, -2.867], [-3.638, -3.979, -3.443], [-4.956, -3.441, -3.504], [-5.190, -2.154, -3.119], [-4.149, -1.485, -2.521], [-2.899, -1.917, -2.472], [1.294, -2.379, -0.855], [1.449, -3.986, -1.509], [0.838, -3.020, -3.859], [2.494, -2.960, -3.238], [3.704, -0.892, -3.143], [3.820, 1.230, -4.340], [1.640, 2.476, -4.753], [-0.567, 1.196, -4.278], [-0.219, -3.231, 0.691], [-0.094, -4.744, -0.016], [-1.786, -6.220, -0.710], [-3.886, -7.079, 0.290], [-5.651, -5.367, 1.105], [-4.972, -2.923, 1.229], [-1.463, -4.777, -2.569], [-0.671, -3.469, -3.516], [-3.346, -4.942, -3.901], [-5.750, -4.078, -3.926], [-6.184, -1.694, -3.221], [-4.227, -0.440, -2.151], [3.980, -0.657, 3.675], [4.665, -0.461, 1.787], [3.705, -1.371, 0.285], [6.316, -1.225, 1.953], [7.493, -0.576, 1.642], [8.678, -1.290, 1.459], [8.768, -2.647, 1.593], [7.572, -3.383, 1.849], [6.408, -2.648, 2.081], [4.750, 1.300, 1.412], [5.084, 2.230, 2.377], [5.282, 3.560, 1.967], [5.008, 3.938, 0.663], [4.631, 3.010, -0.304], [4.432, 1.675, 0.077], [7.387, 0.529, 1.534], [9.587, -0.747, 1.253], [9.740, -3.114, 1.592], [7.527, -4.469, 1.782], [5.480, -3.087, 2.291], [5.370, 1.857, 3.352], [5.519, 4.281, 2.752], [5.318, 4.963, 0.428], [4.479, 3.224, -1.374], [4.229, 0.852, -0.599], [-2.646, 2.023, -2.668], [-1.499, 3.246, -3.167], [-1.596, 3.754, -4.402], [-1.178, 5.128, -4.717], [-0.616, 5.932, -3.545], [0.145, 4.916, -2.656], [-0.597, 3.717, -2.323], [-2.386, 3.448, -4.927], [-2.092, 5.625, -5.124], [-0.422, 5.150, -5.542], [-1.348, 6.471, -2.942], [0.078, 6.692, -3.972], [0.312, 5.421, -1.676], [1.111, 4.524, -3.067], [-0.526, 3.378, -1.319], [0.956, 2.192, 3.772], [0.947, 3.449, 2.888], [0.450, 3.177, 1.545], [-0.070, 3.112, 0.489], [0.028, 1.577, 3.583], [1.012, 2.445, 4.859], [1.913, 1.671, 3.564], [2.000, 3.707, 2.737], [0.447, 4.307, 3.251], [-3.763, -0.835, 5.447], [-2.454, -1.165, 4.706], [-2.495, -0.708, 3.358], [-3.249, 0.318, 2.858], [-3.065, 0.661, 1.594], [-3.706, 1.891, 1.150], [-5.041, 2.143, 1.866], [-4.823, 2.163, 3.340], [-4.175, 0.876, 3.727], [-4.120, 0.636, 5.165], [-3.643, -1.081, 6.495], [-4.454, -1.601, 5.101], [-2.333, -2.230, 4.645], [-1.568, -0.758, 5.208], [-1.710, -0.992, 2.751], [-3.873, 1.824, 0.055], [-2.925, 2.666, 1.333], [-5.739, 1.357, 1.550], [-5.444, 3.097, 1.461], [-5.731, 2.188, 3.852], [-4.245, 3.037, 3.605], [-5.077, 0.915, 5.638], [-3.306, 1.280, 5.482]], "forces_ev_per_a": [[0.0, 0.0, -0.1], [0.1, -1.2, -0.5], [-0.3, -0.9, 1.0], [-0.5, 0.4, -1.0], [0.7, 0.0, -0.9], [-1.0, 0.1, -0.3], [0.4, -2.3, 1.9], [0.4, 0.9, -1.1], [-0.5, -1.9, 1.6], [0.4, 1.5, -1.4], [1.2, -0.8, 0.2], [0.2, -1.8, -1.5], [0.3, 0.2, 0.2], [-0.2, -0.8, -0.6], [0.0, 0.7, 1.3], [1.3, -0.1, -0.8], [-1.1, 0.1, 0.8], [-1.0, -0.3, -0.2], [0.6, 1.5, 0.8], [-0.7, 0.2, -0.2], [0.9, -1.9, -1.2], [-1.3, 0.1, 0.6], [1.1, 2.1, -0.2], [-0.3, -1.4, 0.5], [0.4, 0.4, 0.0], [-0.1, 0.4, 0.0], [0.8, 0.7, 0.3], [-0.6, 0.2, 0.4], [-0.1, 0.0, 0.3], [-0.2, 0.3, 0.4], [0.0, 1.8, -1.0], [0.6, 0.3, -0.2], [-0.6, 0.5, -0.5], [-0.6, 0.3, -0.3], [-0.7, 1.0, 1.2], [-0.2, 1.0, -0.2], [0.4, 0.0, -0.4], [0.2, -0.6, -0.2], [0.9, -0.5, 0.0], [-0.3, -0.4, 0.6], [-0.5, 0.4, 0.6], [0.4, 0.5, 0.2], [0.6, -0.3, 0.2], [-0.4, -0.7, -0.3], [-0.3, 0.2, -0.4], [-0.9, -1.4, 1.7], [0.0, -0.1, 0.1], [1.2, -1.2, -1.0], [-0.8, 1.2, -0.2], [0.6, 1.0, 0.4], [-1.3, -0.9, 0.4], [0.0, 1.4, 0.0], [0.5, 1.1, -0.6], [-0.4, 0.0, -1.4], [0.9, 0.4, -0.8], [-1.0, -0.7, 1.1], [1.1, 0.8, -0.1], [-0.6, -1.0, -0.3], [1.3, 0.6, 1.2], [0.7, -0.9, -0.2], [0.1, 0.2, 0.0], [0.0, -0.2, -0.4], [0.1, 0.2, 0.4], [-1.0, -1.1, 0.2], [-0.3, 0.2, 0.2], [0.2, 0.0, -0.5], [-0.6, -0.3, -0.3], [0.1, 0.4, 0.7], [-0.3, 0.4, -0.2], [0.9, 0.7, -0.5], [-1.7, -1.6, 1.4], [0.9, 1.2, 0.1], [-0.5, 0.9, -1.3], [0.9, -1.0, -0.3], [1.2, 0.5, 1.0], [-0.4, 0.2, 0.7], [-0.4, -0.5, 0.0], [0.7, -0.2, 0.2], [-0.5, -0.3, 0.6], [-0.2, -0.3, -0.1], [-0.4, -0.6, 0.5], [0.4, -0.4, -0.7], [-0.5, 1.1, 0.0], [-0.4, 0.3, -1.6], [-0.3, -0.3, 0.6], [1.5, -1.2, -0.6], [-2.2, 0.3, -3.2], [1.8, -0.1, 3.2], [1.2, 0.4, 0.3], [-0.2, 0.0, -0.9], [-0.9, -0.4, 0.0], [0.0, 0.4, 0.1], [-0.7, 0.8, 0.5], [0.9, -0.2, -0.6], [0.0, 0.2, 0.7], [0.5, 0.2, -1.5], [0.1, 0.5, -1.3], [-0.1, -0.7, 1.8], [0.3, -0.3, -0.1], [0.2, 0.8, -1.8], [1.2, -1.5, -0.6], [-0.6, 0.6, -0.6], [0.2, -0.9, -0.4], [0.2, 0.4, 0.4], [-0.7, 0.6, -0.3], [0.1, -0.6, 0.3], [-0.1, 0.0, 0.3], [-1.0, 0.3, 0.5], [0.2, 0.2, 0.6], [-0.9, 0.2, -0.3], [0.1, 0.0, 0.3], [0.1, -0.4, 0.6], [-1.6, 0.2, 1.0], [0.5, 0.2, 0.3], [0.5, 0.0, -0.3], [0.1, 0.1, 1.1]], "largest_force_ev_per_a": 3.88, "homo_energy_ev": -6.271, "orbital_gap_ev": 6.39, "total_energy_ha": -3855.9277}

> Which formula does entry 1 have?

C4H3N